Entry 1:
Density functional theory data (ωB97M-V/def2-TZVPD) for a cluster of 2 separate species, C6H13NO in total at a distorted geometry.

XYZ file:
```
21
Properties=species:S:1:pos:R:3
C 0.40 1.95 0.92
N 1.12 0.82 0.30
C 0.21 0.00 -0.48
C 0.41 -1.38 -0.49
C 1.62 -2.02 0.06
C -1.80 0.12 -1.86
C -0.61 0.67 -1.48
H -0.36 1.60 1.60
H -0.20 2.64 0.33
H 1.20 2.52 1.43
H 1.90 1.29 -0.18
H -0.38 -2.03 -0.85
H 1.28 -2.94 0.57
H 2.13 -1.39 0.79
H 2.32 -2.56 -0.63
H -2.33 0.45 -2.76
H -2.38 -0.63 -1.33
H -0.08 1.45 -2.03
H -1.04 0.12 1.43
H -1.57 -0.47 2.78
O -1.84 -0.20 1.89
```

Computed properties:
total charge = -1
<S²> = 0.764
strongest force on any atom = 0.0424 hartree/bohr
frontier orbital gap (spin up / spin down) = 3.477 / 6.618 eV
E_tot = -366.28696 Eh
2S+1 = 2

Entry 2:
Density functional theory data (ωB97M-V/def2-TZVPD) for a cluster of 2 separate species, C6H13NO in total at a distorted geometry.

XYZ file:
```
21
Properties=species:S:1:pos:R:3
C 0.77 1.89 0.62
C -0.37 1.03 0.13
O -1.10 1.38 -0.79
C -1.15 0.26 1.43
N -2.27 -0.50 0.89
H 1.44 2.10 -0.22
H 0.37 2.84 0.99
H 1.33 1.39 1.41
H -1.48 1.11 2.04
H -0.51 -0.36 2.06
H -3.02 -0.58 1.57
H -2.64 0.00 0.08
C 2.24 -0.91 -0.64
C 0.90 -0.94 -0.66
C 0.07 -1.47 -1.78
H 2.81 -1.17 -1.52
H 2.79 -0.60 0.24
H 0.27 -0.66 0.34
H -0.33 -0.64 -2.37
H -0.79 -2.02 -1.37
H 0.64 -2.15 -2.42
```

Computed properties:
structure (SMILES) = CC(=O)CN.C=CC
strongest force on any atom = 0.0995 hartree/bohr
frontier orbital gap = 10.027 eV
E_tot = -366.32144 Eh

Entry 3:
Density functional theory data (ωB97M-V/def2-TZVPD) for a cluster of 2 separate species, C6H13NO in total at a distorted geometry.

XYZ file:
```
21
Properties=species:S:1:pos:R:3
C -1.21 1.65 -2.11
C -1.04 2.07 -0.86
C -0.57 1.24 0.29
N -0.39 1.99 1.46
C -0.35 -0.08 0.22
C -0.24 -0.99 1.41
C 0.68 -2.16 1.13
H -1.72 2.24 -2.86
H -0.82 0.70 -2.47
H -1.49 3.00 -0.56
H -0.41 1.47 2.32
H -0.87 2.87 1.43
H -0.56 -0.61 -0.70
H 0.08 -0.48 2.32
H -1.24 -1.35 1.71
H 1.10 -2.70 1.97
H 0.25 -2.88 0.43
H 1.60 -1.78 0.66
O 2.22 -1.58 -2.17
H 2.02 -1.61 -1.23
H 2.95 -1.00 -2.38
```

Computed properties:
structure (SMILES) = C=C/C(N)=C/CC.O
strongest force on any atom = 0.0219 hartree/bohr
frontier orbital gap = 8.782 eV
E_tot = -366.35822 Eh

Entry 4:
Density functional theory data (ωB97M-V/def2-TZVPD) for a structure of composition C6H13NO at a distorted geometry.

XYZ file:
```
21
Properties=species:S:1:pos:R:3
C 1.77 1.93 -0.73
O 0.93 1.02 -1.34
C 1.28 -1.77 -0.38
C 1.08 -0.98 0.83
C -0.27 -0.77 1.45
N -2.97 0.44 -1.02
C -2.35 -0.28 0.05
C -1.05 -0.06 0.32
H 1.79 2.89 -1.40
H 1.46 2.32 0.29
H 2.91 1.82 -0.61
H 2.23 -2.22 -0.70
H 0.60 -2.56 -0.47
H 1.85 -1.01 1.60
H 1.29 -0.43 -0.35
H -0.71 -1.75 1.81
H -0.30 -0.28 2.56
H -3.93 0.69 -1.10
H -2.26 1.10 -1.27
H -2.98 -0.76 0.81
H -0.35 0.65 -0.34
```

Computed properties:
strongest force on any atom = 0.0971 hartree/bohr
frontier orbital gap = 5.919 eV
E_tot = -366.10428 Eh

Entry 5:
Density functional theory data (ωB97M-V/def2-TZVPD) for a structure of composition C6H13NO at a distorted geometry.

XYZ file:
```
21
Properties=species:S:1:pos:R:3
C 0.96 -0.72 1.31
N 1.78 0.51 1.16
C 2.44 0.34 -0.07
O 2.77 1.28 -0.81
C 0.42 -1.33 0.05
C -0.52 -0.65 -0.93
C -0.57 0.81 -0.84
C -1.94 1.36 -0.52
H 0.48 -0.79 2.23
H -2.36 -1.45 0.68
H 2.45 0.78 1.90
H 2.96 -0.67 -0.21
H 0.13 -2.36 0.13
H -2.01 -1.60 1.27
H -0.92 -1.31 -1.71
H 0.89 -0.96 -0.93
H 0.02 1.37 -1.54
H -0.09 0.99 0.12
H -2.46 0.76 0.26
H -2.62 1.24 -1.43
H -1.81 2.40 -0.13
```

Computed properties:
strongest force on any atom = 0.0947 hartree/bohr
frontier orbital gap = 6.105 eV
E_tot = -366.12627 Eh

Entry 6:
Density functional theory data (ωB97M-V/def2-TZVPD) for the molecule C6H13NO at a distorted geometry.

XYZ file:
```
21
Properties=species:S:1:pos:R:3
N 1.91 -1.77 0.84
C 1.85 -0.59 1.68
C 1.27 0.66 0.77
C -0.18 1.05 1.04
C -1.21 0.67 0.07
C -1.11 -0.30 -0.93
C -2.02 -0.29 -2.10
O -1.97 1.12 -2.43
H 2.33 -2.63 1.20
H 1.05 -1.99 0.19
H 1.36 -0.86 2.62
H 2.80 -0.31 2.14
H 1.26 0.51 -0.33
H 1.95 1.48 0.76
H -0.14 2.16 1.20
H -0.42 0.92 2.11
H -2.12 1.30 0.10
H -0.13 -0.89 -0.87
H -1.77 -0.99 -2.97
H -3.06 -0.46 -1.71
H -1.67 1.23 -3.40
```

Computed properties:
structure (SMILES) = NCCC/C=C/CO
strongest force on any atom = 0.0937 hartree/bohr
frontier orbital gap = 9.443 eV
E_tot = -366.28936 Eh

Entry 7:
Density functional theory data (ωB97M-V/def2-TZVPD) for the molecule C6H13NO at a distorted geometry.

XYZ file:
```
21
Properties=species:S:1:pos:R:3
C -2.16 -0.10 0.41
N -0.84 -0.50 -0.04
C -0.27 -1.43 0.97
C 1.28 -1.01 1.03
C 1.37 0.38 0.42
C 0.03 0.64 -0.34
C 0.37 0.64 -1.84
O 1.04 1.84 -2.21
H -2.90 -0.88 0.20
H -2.27 -0.04 1.51
H -2.59 0.84 0.06
H -0.54 -2.41 0.59
H -0.58 -1.38 2.03
H 1.72 -0.94 2.02
H 1.77 -1.87 0.56
H 1.49 1.15 1.19
H 2.16 0.48 -0.31
H -0.45 1.61 -0.08
H -0.53 0.62 -2.43
H 1.05 -0.19 -2.14
H 0.85 2.55 -1.60
```

Computed properties:
structure (SMILES) = CN1CCC[C@H]1CO
strongest force on any atom = 0.0448 hartree/bohr
frontier orbital gap = 9.585 eV
E_tot = -366.35612 Eh

Entry 8:
Density functional theory data (ωB97M-V/def2-TZVPD) for a structure of composition C6H13NO at a distorted geometry.

XYZ file:
```
21
Properties=species:S:1:pos:R:3
C 1.81 -1.01 0.96
C 1.51 -0.42 -0.39
N 0.07 -0.34 -0.62
C -0.41 -0.10 -1.99
C -0.47 1.70 0.70
C -0.60 0.33 0.43
C -1.83 -0.38 0.92
O -2.59 0.00 -0.11
H 1.54 -0.35 1.80
H 1.35 -1.98 1.13
H 2.89 -1.13 1.07
H 1.96 0.59 -0.48
H 1.91 -1.04 -1.19
H -0.16 0.91 -2.35
H 0.01 -0.83 -2.68
H -1.48 -0.26 -1.92
H -1.41 1.41 -0.04
H 0.16 2.35 0.13
H -0.59 2.01 1.73
H -2.11 -0.01 1.92
H -1.57 -1.44 0.98
```

Computed properties:
strongest force on any atom = 0.0430 hartree/bohr
frontier orbital gap = 8.378 eV
E_tot = -366.23292 Eh

Entry 9:
Density functional theory data (ωB97M-V/def2-TZVPD) for the molecule C6H13NO at a distorted geometry.

XYZ file:
```
21
Properties=species:S:1:pos:R:3
C 0.66 -1.05 -1.96
C -0.36 -1.32 -0.88
C -0.45 -0.16 0.14
C -1.31 -0.54 1.28
C 0.62 0.56 0.76
N 0.20 1.81 1.37
C 1.57 1.30 -0.30
O 1.05 1.83 -1.26
H 1.63 -1.30 -1.57
H 0.56 -0.11 -2.41
H 0.44 -1.78 -2.84
H -0.25 -2.31 -0.29
H -1.37 -1.28 -1.24
H -1.17 0.65 -0.39
H -1.16 -1.12 2.22
H -2.29 -1.00 0.92
H -1.71 0.44 1.79
H 1.03 -0.03 1.49
H 0.26 1.87 2.33
H -0.65 2.22 1.10
H 2.69 1.32 -0.24
```

Computed properties:
structure (SMILES) = CC[C@@H](C)[C@H](N)C=O
strongest force on any atom = 0.1156 hartree/bohr
frontier orbital gap = 9.815 eV
E_tot = -366.31444 Eh

Entry 10:
Density functional theory data (ωB97M-V/def2-TZVPD) for a cluster of 2 separate species, C6H13NO in total at a distorted geometry.

XYZ file:
```
21
Properties=species:S:1:pos:R:3
C 0.52 0.99 1.90
C 1.25 0.10 1.25
C 0.67 -0.68 0.09
C 0.16 -2.05 0.28
C 0.52 0.04 -1.06
C 0.93 1.46 -1.30
N -0.07 -0.53 -2.21
H 0.94 1.57 2.73
H -0.51 1.16 1.66
H 2.26 -0.21 1.49
H 1.02 -2.73 0.31
H -0.32 -2.21 1.26
H -0.55 -2.36 -0.49
H 1.03 1.73 -2.36
H 0.21 2.16 -0.80
H 1.76 1.76 -0.66
H -0.36 -1.47 -2.06
H -0.69 -0.08 -2.87
O -2.83 0.60 0.92
H -3.61 0.63 1.49
H -2.53 -0.30 1.03
```

Computed properties:
structure (SMILES) = C=C/C(C)=C(\C)N.O
strongest force on any atom = 0.0540 hartree/bohr
frontier orbital gap = 8.242 eV
E_tot = -366.35284 Eh

Entry 11:
Density functional theory data (ωB97M-V/def2-TZVPD) for the molecule C6H13NO at a distorted geometry.

XYZ file:
```
21
Properties=species:S:1:pos:R:3
C 0.78 -0.81 -2.41
C -0.53 -0.50 -1.67
C -0.51 0.92 -1.09
C -0.13 1.24 0.36
O 0.09 2.40 0.64
N -0.27 0.27 1.35
C 0.29 -1.07 1.21
C -0.19 0.85 2.71
H 1.65 -0.55 -1.81
H 0.85 -1.90 -2.52
H 0.84 -0.45 -3.43
H -0.75 -1.21 -0.88
H -1.36 -0.67 -2.36
H 0.01 1.62 -1.74
H -1.56 1.24 -1.01
H 1.08 -1.19 0.46
H 0.74 -1.35 2.16
H -0.49 -1.78 0.93
H 0.69 1.48 2.80
H -1.09 1.43 2.89
H -0.12 0.04 3.43
```

Computed properties:
structure (SMILES) = CCCC(=O)N(C)C
strongest force on any atom = 0.0342 hartree/bohr
frontier orbital gap = 10.149 eV
E_tot = -366.39313 Eh

Entry 12:
Density functional theory data (ωB97M-V/def2-TZVPD) for a cluster of 2 separate species, C6H13NO in total at a distorted geometry.

XYZ file:
```
21
Properties=species:S:1:pos:R:3
H 1.88 1.13 1.17
N 1.11 1.41 0.57
C 1.04 0.87 -0.56
C 0.05 1.28 -1.60
O 1.85 -0.14 -1.06
C 3.06 -0.46 -0.40
H -0.49 2.16 -1.26
H -0.65 0.46 -1.75
H 0.54 1.41 -2.55
H 3.64 0.42 -0.11
H 2.86 -1.05 0.49
H 3.66 -1.00 -1.13
C -2.58 -1.63 -0.03
C -2.17 -0.45 0.41
C -1.52 -0.20 1.79
H -3.28 -1.71 -0.84
H -2.36 -2.54 0.50
H -2.59 0.45 -0.03
H -0.50 0.18 1.69
H -1.52 -1.15 2.33
H -2.05 0.55 2.38
```

Computed properties:
structure (SMILES) = [H]/N=C(/C)OC.C=CC
strongest force on any atom = 0.0397 hartree/bohr
frontier orbital gap = 10.427 eV
E_tot = -366.35479 Eh

Computed ΔE to the lowest compared entry with this formula, charge and spin (kcal/mol) in order:
54.3; 70.6; 47.5; 206.8; 193.0; 90.7; 48.8; 126.1; 75.0; 50.9; 25.6; 49.6